No. 1
Density functional theory data (ωB97M-V/def2-TZVPD) for 4 unconnected molecules or ions with the total composition C18H40N3O10S3 in a non-equilibrium geometry.

Values from the calculation:
Multiplicity: 1
Net charge: +1
DFT total energy (hartree): -2820.67931
HOMO energy (eV): -12.32
E_LUMO (eV): -3.4
HOMO-LUMO gap (eV): 8.88

Each line ends with the Mulliken charge.
Geometry (Å):
1 C 4.3338 0.6791 -3.9264  -0.8375
2 C 3.4781 0.6244 -2.5635  -0.4636
3 N 1.9898 0.7101 -2.7326  0.3533
4 C 1.4722 -0.1324 -3.8413  -0.3175
5 C 0.0430 -0.8379 -3.4756  -0.9090
6 N -1.0061 0.2191 -3.5933  0.4395
7 C -1.7181 0.5632 -4.8494  -0.1263
8 C -2.6580 1.7253 -4.4722  -0.5082
9 N -2.5005 2.0442 -3.0582  -0.0758
10 C -1.5081 1.1081 -2.5873  -0.2639
11 C 1.6193 2.1360 -2.8620  0.3933
12 C 1.7056 3.0372 -4.1819  -1.1564
13 O 1.2311 2.7196 -1.7915  -0.5302
14 H 3.8821 1.3608 -4.7338  0.2220
15 H 4.4046 -0.4124 -4.3148  0.2857
16 H 5.4060 1.0119 -3.6346  0.3507
17 H 3.7349 -0.2700 -1.8806  0.3719
18 H 3.7875 1.5624 -1.9511  0.1646
19 H 1.2968 0.4137 -4.8331  0.1734
20 H 2.1723 -1.0229 -4.0943  0.3892
21 H -0.1593 -1.6659 -4.2630  0.3812
22 H 0.0719 -1.3722 -2.4643  0.2667
23 H -1.5819 0.0775 -5.8746  0.3840
24 H -3.3680 2.3160 -5.1398  0.3695
25 H -2.9302 2.7613 -2.4593  0.2698
26 H -1.0731 1.0337 -1.5321  0.4010
27 H 2.7280 3.5626 -4.1809  0.3139
28 H 1.4514 2.5040 -5.1586  0.3234
29 H 0.9247 3.8860 -4.0578  0.3378
30 O -1.0583 -3.4162 -0.8093  -0.5942
31 S -2.1082 -4.2145 -0.2255  1.1409
32 O -2.7852 -5.2418 -0.9709  -0.6143
33 O -3.2158 -3.2302 0.4296  -0.1913
34 C -3.7845 -2.2080 -0.3837  -0.1167
35 C -4.8529 -2.7613 -1.3081  -1.0833
36 C -1.5138 -4.9142 1.2882  -0.9497
37 H -3.0072 -1.6821 -0.9474  0.0803
38 H -4.2389 -1.4809 0.2942  0.2999
39 H -4.4159 -3.4171 -2.0649  0.2993
40 H -5.3746 -1.9508 -1.8231  0.4061
41 H -5.5805 -3.3540 -0.7485  0.2839
42 H -1.0568 -4.1262 1.8861  0.3155
43 H -0.7720 -5.6738 1.0395  0.4590
44 H -2.3492 -5.3697 1.8185  0.2424
45 O 3.7882 6.6314 2.7618  -0.6272
46 S 4.6120 6.4668 1.5928  1.1802
47 O 4.7230 7.4925 0.5894  -0.6005
48 O 4.2247 5.0708 0.8691  -0.2720
49 C 2.8587 4.8346 0.5350  -0.3224
50 C 2.4577 5.5770 -0.7254  -0.9055
51 C 6.2421 6.0029 2.1075  -0.9236
52 H 2.2033 5.0935 1.3717  0.3351
53 H 2.7557 3.7598 0.3654  0.2074
54 H 2.4530 6.6571 -0.5602  0.4219
55 H 1.4569 5.2793 -1.0457  0.3165
56 H 3.1648 5.3772 -1.5350  0.1914
57 H 6.1666 5.1815 2.8195  0.3112
58 H 6.7038 6.8693 2.5820  0.3732
59 H 6.8179 5.7069 1.2310  0.3123
60 O -3.3106 -6.1530 5.5894  -0.6493
61 S -3.0668 -4.7719 5.2668  1.2123
62 O -1.8601 -4.3431 4.6044  -0.5662
63 O -3.2782 -3.8746 6.5955  -0.2666
64 C -2.5579 -4.2254 7.7768  -0.3445
65 C -1.1177 -3.7533 7.7117  -0.9757
66 C -4.4561 -4.1505 4.3599  -0.9100
67 H -2.6131 -5.3023 7.9603  0.3277
68 H -3.0598 -3.7302 8.6115  0.2702
69 H -0.5585 -4.3025 6.9506  0.2844
70 H -0.6193 -3.9038 8.6721  0.3852
71 H -1.0685 -2.6939 7.4472  0.2605
72 H -5.3702 -4.4155 4.8903  0.3674
73 H -4.4477 -4.6135 3.3726  0.3249
74 H -4.3603 -3.0690 4.2653  0.3016

Atoms 1-3, force components in eV/Å:
0.34 -1.19 0.68
1.28 1.13 0.74
-0.12 0.85 -1.84

---

No. 2
Density functional theory data (ωB97M-V/def2-TZVPD) for a molecular structure, C18H40P2ReSi in a non-equilibrium geometry.

Values from the calculation:
Multiplicity: 4
Net charge: +2
DFT total energy (hartree): -1759.08825
HOMO energy (alpha / beta) (eV): -13.48 / -14.65
E_LUMO (alpha / beta) (eV): -7.9 / -8.1
HOMO-LUMO gap (alpha / beta) (eV): 5.55 / 6.57

Each line ends with the Mulliken spin population.
Geometry (Å):
1 P 0.2091 -1.8084 -4.4089  0.0024
2 P 0.8636 1.8508 -3.7219  -0.1527
3 C -0.0263 -0.3419 -5.5028  -0.0382
4 C 1.0507 0.7062 -5.3451  0.0819
5 H -1.0789 -0.0499 -5.3789  -0.0082
6 H 0.0347 -0.7132 -6.5422  0.0026
7 H 2.0683 0.3317 -5.1767  0.0008
8 H 1.0266 1.3876 -6.2067  0.0076
9 C -0.9775 2.7423 -5.1731  0.1119
10 H -1.9655 3.8110 -5.2120  0.0213
11 H -1.3994 1.8817 -5.6891  -0.0085
12 H -0.3218 3.1837 -5.9626  -0.0008
13 C 1.7641 3.2826 -4.7605  0.1249
14 H 1.3391 3.5454 -5.7445  0.0002
15 H 2.7814 2.8623 -4.8609  -0.0041
16 H 1.7041 4.1777 -4.1087  0.0008
17 C -1.1090 -2.8301 -5.9591  0.0051
18 H -1.0899 -3.9383 -5.9319  -0.0002
19 H -0.5382 -2.5556 -6.8696  -0.0011
20 H -2.0573 -2.2862 -5.9768  -0.0001
21 C 1.7209 -2.4555 -5.2805  0.0116
22 H 2.4696 -1.6695 -5.1792  0.0074
23 H 1.5358 -2.6574 -6.3442  0.0022
24 H 2.0581 -3.3585 -4.7508  0.0017
25 Re 1.5707 0.4356 -2.0128  1.8970
26 C -1.7798 3.4535 -4.2007  0.0998
27 C -2.7490 2.6761 -3.3915  -0.0262
28 C -2.6713 1.3303 -3.6032  0.0377
29 C -2.2582 -1.6091 -2.2798  0.0196
30 C -2.4752 -2.5878 -3.2137  0.0051
31 C -1.3896 -3.1087 -4.0370  0.0356
32 C 0.8873 -1.1621 -2.9636  0.4328
33 C 2.0962 2.3295 -2.5641  0.1227
34 C 2.1739 -0.8053 -0.3317  -0.0150
35 H -1.3544 4.2163 -3.5720  0.0102
36 H -3.4078 3.2122 -2.6886  0.0017
37 H -1.7516 0.7206 -3.8909  0.0182
38 H -3.6086 0.7860 -3.4713  -0.0044
39 H -1.2688 -1.3797 -1.9230  -0.0108
40 H -3.0307 -1.0699 -1.7874  -0.0005
41 H -3.3322 -3.3234 -3.1785  0.0017
42 H -1.1187 -4.1771 -3.8250  -0.0023
43 H 0.0360 -0.3522 -2.2681  -0.0164
44 H 1.0374 -2.0425 -2.2705  0.0170
45 H 1.5878 3.1775 -2.1216  0.0282
46 H 3.1124 2.2281 -2.8500  0.0027
47 H 2.9989 -0.4041 0.3327  0.0012
48 H 2.5145 -1.7032 -0.8498  0.0433
49 H 1.3403 -1.0855 0.3207  0.0082
50 C -0.8982 0.5773 0.9898  -0.0028
51 Si 0.5930 1.3834 0.0887  0.0735
52 C -0.2998 3.0880 -0.0921  0.0240
53 C 1.7587 1.7649 1.6513  0.0269
54 H -1.8084 0.7205 0.4030  0.0011
55 H -1.1004 1.0160 1.9691  -0.0012
56 H -0.7911 -0.4953 1.1452  0.0010
57 H -0.6159 3.4878 0.8784  0.0004
58 H 0.2854 3.8844 -0.5487  -0.0012
59 H -1.1808 2.9583 -0.7153  0.0003
60 H 1.1841 2.2924 2.4317  0.0024
61 H 2.1651 0.8468 2.1057  0.0000
62 H 2.6063 2.4173 1.3873  0.0000

Atoms 1-3, force components in eV/Å:
-0.76 -1.59 -0.61
-2.78 1.45 -7.21
-0.74 -0.90 -0.31

---

No. 3
Density functional theory data (ωB97M-V/def2-TZVPD) for a molecular structure, C18H41AsBr3F6O25S7 in a non-equilibrium geometry.

Values from the calculation:
Multiplicity: 1
Net charge: -1
DFT total energy (hartree): -15935.88376
HOMO energy (eV): -8.61
E_LUMO (eV): 1.4
HOMO-LUMO gap (eV): 10.00

Each line ends with the Mulliken charge.
Geometry (Å):
1 As 18.2931 -21.4502 -15.3260  2.2265
2 F 17.1419 -22.0619 -14.1672  -0.5922
3 F 18.8528 -20.2795 -14.1364  -0.4549
4 F 19.5369 -20.9133 -16.4924  -0.5378
5 F 17.7795 -22.5480 -16.5954  -0.4796
6 F 17.2925 -20.1455 -15.9677  -0.4339
7 F 19.4886 -22.6099 -14.7699  -0.4233
8 O 12.6404 -19.2389 -13.8345  -0.6323
9 S 13.5668 -20.2739 -13.4552  1.2092
10 O 13.2181 -21.1987 -12.4197  -0.6431
11 O 14.0196 -21.1593 -14.7780  -0.1974
12 C 14.1674 -20.3995 -15.9806  -0.1143
13 C 12.8320 -20.2386 -16.7006  -1.2825
14 C 15.1940 -19.5839 -12.9782  -0.6095
15 H 14.8368 -20.8527 -16.7137  0.2917
16 H 14.6785 -19.4722 -15.7051  0.2378
17 H 12.5715 -21.2580 -17.0005  0.2777
18 H 12.9830 -19.6800 -17.6244  0.3888
19 H 12.0501 -19.8621 -16.0493  0.3343
20 H 15.8094 -20.4335 -12.6999  0.1764
21 H 15.0197 -18.8985 -12.1510  0.4873
22 H 15.6571 -19.0116 -13.7797  0.0011
23 O 24.6300 -16.3922 -12.8324  -0.6300
24 S 23.4434 -15.5989 -12.9214  1.0906
25 O 23.0681 -14.8105 -14.0610  -0.5874
26 O 22.1980 -16.5743 -12.6075  0.1562
27 C 22.4160 -17.7040 -11.7864  -0.5686
28 C 21.2869 -18.7215 -11.9542  -0.2807
29 C 23.4618 -14.5164 -11.5032  -0.9524
30 H 22.3858 -17.4772 -10.7150  0.2892
31 H 23.3299 -18.2609 -11.9927  0.4210
32 H 21.0859 -18.9033 -13.0132  0.0193
33 H 20.3393 -18.2799 -11.6274  -0.1145
34 H 21.4760 -19.5924 -11.3386  0.2718
35 H 23.5572 -15.2455 -10.6970  0.3270
36 H 22.5280 -13.9716 -11.4099  0.2873
37 H 24.3456 -13.8935 -11.5897  0.3660
38 O 19.7562 -16.0399 -17.3943  -0.5814
39 S 19.8415 -17.1498 -18.3205  1.2303
40 O 20.1982 -16.9293 -19.7064  -0.6724
41 O 20.9309 -18.2673 -17.7706  -0.3416
42 C 21.1677 -18.3634 -16.3567  0.7625
43 C 22.4405 -17.7121 -15.9423  -1.0893
44 C 18.2478 -18.0574 -18.2042  -0.4990
45 H 21.2206 -19.4553 -16.2730  0.2184
46 H 20.3391 -18.1016 -15.6931  -0.5288
47 H 22.3151 -16.6321 -15.8855  0.2736
48 H 23.2984 -17.9750 -16.5635  0.2970
49 H 22.7404 -18.1016 -14.9662  0.2975
50 H 17.6543 -17.4763 -17.5060  0.3130
51 H 18.4725 -19.0159 -17.7388  -0.2056
52 H 17.9027 -18.1917 -19.2228  0.4608
53 C 18.0843 -16.5918 -13.6693  0.7383
54 Br 18.0858 -16.8689 -11.7163  -0.1161
55 Br 19.5689 -15.4284 -14.1515  -0.0473
56 Br 16.3788 -15.8501 -14.2219  -0.0605
57 H 18.3266 -17.5507 -14.1122  -0.6271
58 C 17.2851 -25.8243 -14.2900  0.0118
59 C 18.5450 -25.1564 -13.7520  0.1497
60 O 19.0060 -25.9017 -12.6373  -0.3137
61 S 17.7491 -26.6032 -11.8995  1.0601
62 O 17.3122 -25.8235 -10.7715  -0.5677
63 O 17.9413 -28.0114 -11.6959  -0.5697
64 O 16.6833 -26.3902 -13.1146  -0.3170
65 H 17.4245 -26.5623 -15.0793  0.2112
66 H 16.5967 -25.0523 -14.6316  0.0292
67 H 18.2974 -24.1547 -13.4043  -0.0043
68 H 19.3265 -25.0821 -14.5033  0.2844
69 C 21.4672 -24.0198 -11.8810  -0.1396
70 C 20.8473 -22.6604 -11.4575  0.2938
71 O 21.9871 -21.8424 -11.2356  -0.2241
72 S 23.0911 -22.7371 -10.4153  1.0438
73 O 22.7830 -22.7394 -9.0144  -0.5646
74 O 24.4165 -22.4058 -10.8530  -0.5460
75 O 22.6251 -24.1300 -11.0700  -0.3842
76 H 21.7210 -23.9134 -12.9358  0.3065
77 H 20.8452 -24.8486 -11.5576  0.1986
78 H 20.1763 -22.6348 -10.5976  0.2723
79 H 20.3525 -22.2399 -12.3350  -0.3258
80 C 21.6134 -21.8080 -18.6887  0.1863
81 C 21.8397 -23.1325 -17.9242  0.0810
82 O 22.3458 -24.0327 -18.9368  -0.3954
83 S 22.8420 -23.2961 -20.2656  1.0808
84 O 22.4595 -24.0405 -21.4305  -0.5505
85 O 24.2038 -22.8993 -20.0629  -0.5531
86 O 21.8835 -22.0372 -20.0792  -0.3828
87 H 22.2657 -21.0191 -18.3254  0.0856
88 H 20.5569 -21.5603 -18.6830  0.0746
89 H 20.9482 -23.6142 -17.5291  0.0718
90 H 22.5415 -23.0644 -17.0948  0.2557
91 C 15.5860 -24.5850 -17.9126  0.1233
92 C 15.4323 -25.2948 -19.2918  -0.2915
93 O 14.5884 -26.4169 -19.0013  -0.3416
94 S 14.6431 -26.8468 -17.4543  1.0618
95 O 15.8086 -27.6604 -17.2174  -0.5570
96 O 13.3684 -27.3477 -17.0199  -0.5559
97 O 14.9253 -25.3558 -16.9094  -0.1861
98 H 15.0517 -23.6457 -18.0278  0.1173
99 H 16.6340 -24.4465 -17.6665  0.0866
100 H 16.3597 -25.6455 -19.7388  0.2597
101 H 14.8191 -24.7069 -19.9698  0.2773

Atoms 1-3, force components in eV/Å:
1.25 1.02 -0.74
0.22 0.25 -0.81
-0.03 -0.49 -0.29

---

The highest multiplicity belongs to which entry? C18H40P2ReSi